[1]
Computed, not measured: a 8-piece molecular cluster, C5H25NO9 overall, with wB97M-V/def2-TZVPD.

Bonds (Å) are listed after each position.
Positions of all 40 atoms, in Å:
1 C 1.081 1.892 1.959  C2 1.515, H9 1.093, H10 1.098, H11 1.086
2 C 1.683 0.820 1.075  C1 1.515, N3 1.465, H12 1.092, H13 1.090
3 N 0.641 0.088 0.352  C2 1.465, C4 1.474, H14 1.010
4 C 1.128 -0.636 -0.836  N3 1.474, C5 1.483, C7 1.595, H15 1.080
5 C 2.058 0.048 -1.767  C4 1.483, O6 1.213, H16 1.105
6 O 2.237 1.245 -1.848  C5 1.213
7 C -0.111 -1.023 -1.763  C4 1.595, O8 1.398, H17 1.092, H18 1.089
8 O -1.287 -1.224 -1.033  C7 1.398, H19 1.004
9 H 0.661 1.540 2.905  C1 1.093
10 H 1.927 2.428 2.408  C1 1.098
11 H 0.403 2.630 1.540  C1 1.086
12 H 2.300 0.138 1.662  C2 1.092
13 H 2.414 1.306 0.428  C2 1.090
14 H -0.169 0.658 0.158  N3 1.010
15 H 1.518 -1.544 -0.400  C4 1.080
16 H 2.504 -0.562 -2.573  C5 1.105
17 H 0.213 -1.980 -2.175  C7 1.092
18 H -0.177 -0.267 -2.545  C7 1.089
19 H -1.926 -0.528 -1.374  O8 1.004
20 O -2.812 -0.137 1.204  H21 0.970, H22 0.966
21 H -2.225 -0.713 0.691  O20 0.970
22 H -2.548 -0.345 2.110  O20 0.966
23 O -2.167 2.713 -0.408  H24 0.977, H25 0.952
24 H -1.327 2.614 -0.898  O23 0.977
25 H -2.029 2.559 0.521  O23 0.952
26 O -0.394 -0.889 2.942  H27 0.986, H28 0.957
27 H 0.024 -0.569 2.108  O26 0.986
28 H 0.428 -0.974 3.425  O26 0.957
29 O -3.157 0.492 -1.668  H30 0.973, H31 0.978
30 H -3.524 0.407 -0.771  O29 0.973
31 H -2.878 1.427 -1.604  O29 0.978
32 O -0.173 -2.865 0.980  H33 0.964, H34 0.961
33 H -0.562 -2.225 0.374  O32 0.964
34 H 0.026 -2.394 1.793  O32 0.961
35 O 0.128 2.861 -1.921  H36 0.963, H37 0.971
36 H 0.380 2.884 -2.850  O35 0.963
37 H 0.902 2.445 -1.508  O35 0.971
38 O 2.003 -4.010 -0.282  H39 0.964, H40 0.980
39 H 1.472 -4.667 -0.746  O38 0.964
40 H 1.335 -3.644 0.335  O38 0.980

- LUMO: 0.01219 hartree
- SMILES: CCN[C@H](C=O)CO.O.O.O.O.O.O.O
- Multiplicity: 1
- Total charge: 0
- Orbital gap: 10.2 eV
- Relative energy (zero: lowest compared OMol25 entry of this formula, charge and spin): 35.6 kcal per mole

Löwdin population analysis, charges in e, atoms 1 to 8: -0.080 -0.265 -0.033 -0.255 -0.184 0.026 -0.168 -0.105

[2]
Computed, not measured: a 7-piece molecular cluster, C21H49BBr12NO3P overall, with wB97M-V/def2-TZVPD.

Bonds (Å) are listed after each position.
Positions of all 88 atoms, in Å:
1 C -4.164 1.870 3.155  C2 1.527, H16 1.089, H17 1.090, H18 1.092
2 C -3.902 0.372 3.020  C1 1.527, C3 1.530, H19 1.094, H20 1.092
3 C -4.318 -0.222 1.673  C2 1.530, C4 1.533, H21 1.093, H22 1.095
4 C -3.566 0.308 0.447  C3 1.533, N5 1.460, H23 1.092, H24 1.095
5 N -2.310 -0.362 0.123  C4 1.460, P6 1.797, H25 1.011
6 P -0.791 0.320 0.798  N5 1.797, C7 1.832, O12 1.778, H26 1.384, H27 1.404
7 C -0.131 -1.327 1.254  P6 1.832, C8 1.540, H28 1.090, H29 1.085
8 C -0.824 -2.004 2.451  C7 1.540, C9 1.555, H30 1.090, H31 1.092
9 C -0.175 -1.868 3.858  C8 1.555, C10 1.548, C11 1.522, H32 1.090
10 C -1.281 -1.699 4.927  C9 1.548, H33 1.089, H34 1.093, H35 1.089
11 C 0.802 -0.709 4.004  C9 1.522, H36 1.092, H37 1.089, H38 1.091
12 O 0.686 1.120 1.382  P6 1.778, B13 1.364
13 B 0.668 2.433 1.748  O12 1.364, O14 1.382, O15 1.393
14 O -0.025 2.905 2.847  B13 1.382, H39 0.960
15 O 1.374 3.382 1.012  B13 1.393, H40 0.965
16 H -3.653 2.464 2.399  C1 1.089
17 H -5.235 2.071 3.144  C1 1.090
18 H -3.796 2.212 4.125  C1 1.092
19 H -2.840 0.190 3.206  C2 1.094
20 H -4.424 -0.142 3.831  C2 1.092
21 H -4.231 -1.310 1.723  C3 1.093
22 H -5.380 0.000 1.533  C3 1.095
23 H -3.409 1.387 0.518  C4 1.092
24 H -4.241 0.180 -0.406  C4 1.095
25 H -2.405 -1.354 0.294  N5 1.011
26 H -0.467 0.827 -0.448  P6 1.384
27 H -1.554 1.072 1.704  P6 1.404
28 H -0.310 -1.951 0.378  C7 1.090
29 H 0.945 -1.250 1.364  C7 1.085
30 H -1.874 -1.714 2.506  C8 1.090
31 H -0.836 -3.072 2.223  C8 1.092
32 H 0.338 -2.800 4.096  C9 1.090
33 H -0.999 -2.195 5.855  C10 1.089
34 H -1.401 -0.636 5.154  C10 1.093
35 H -2.249 -2.059 4.583  C10 1.089
36 H 1.256 -0.752 4.997  C11 1.092
37 H 1.613 -0.715 3.278  C11 1.089
38 H 0.296 0.253 3.927  C11 1.091
39 H -0.570 2.231 3.261  O14 0.960
40 H 2.112 3.698 1.549  O15 0.965
41 Br 1.694 -2.149 -5.452  C42 1.944
42 C 0.816 -3.048 -3.969  Br41 1.944, C43 1.504, H45 1.085, H46 1.088
43 C -0.165 -2.137 -3.283  C42 1.504, Br44 1.941, H47 1.088, H48 1.086
44 Br 0.709 -0.810 -2.168  C43 1.941
45 H 1.597 -3.401 -3.304  C42 1.085
46 H 0.298 -3.898 -4.408  C42 1.088
47 H -0.810 -2.702 -2.613  C43 1.088
48 H -0.778 -1.585 -3.991  C43 1.086
49 Br 0.174 -3.918 -8.505  C50 1.941
50 C 2.098 -4.059 -8.714  Br49 1.941, C51 1.505, H53 1.085, H54 1.088
51 C 2.478 -5.007 -9.819  C50 1.505, Br52 1.945, H55 1.088, H56 1.085
52 Br 2.249 -6.866 -9.293  C51 1.945
53 H 2.496 -4.361 -7.751  C50 1.085
54 H 2.438 -3.051 -8.946  C50 1.088
55 H 3.532 -4.901 -10.063  C51 1.088
56 H 1.880 -4.861 -10.712  C51 1.085
57 Br -2.298 -0.611 -8.567  C58 1.946
58 C -1.184 -0.030 -7.081  Br57 1.946, C59 1.504, H61 1.086, H62 1.089
59 C -0.221 1.055 -7.481  C58 1.504, Br60 1.944, H63 1.089, H64 1.086
60 Br 1.272 0.357 -8.513  C59 1.944
61 H -0.672 -0.913 -6.712  C58 1.086
62 H -1.873 0.341 -6.325  C58 1.089
63 H 0.226 1.500 -6.595  C59 1.089
64 H -0.686 1.823 -8.091  C59 1.086
65 Br 4.000 4.927 2.457  C66 1.944
66 C 3.950 5.398 4.343  Br65 1.944, C67 1.507, H69 1.085, H70 1.088
67 C 2.538 5.613 4.824  C66 1.507, Br68 1.943, H71 1.088, H72 1.086
68 Br 1.819 7.311 4.215  C67 1.943
69 H 4.569 6.282 4.457  C66 1.085
70 H 4.407 4.561 4.865  C66 1.088
71 H 2.514 5.655 5.910  C67 1.088
72 H 1.858 4.842 4.473  C67 1.086
73 Br 1.420 2.576 -4.472  C74 1.946
74 C -0.084 3.804 -4.350  Br73 1.946, C75 1.504, H77 1.086, H78 1.087
75 C -0.828 3.645 -3.052  C74 1.504, Br76 1.946, H79 1.087, H80 1.086
76 Br -1.934 2.044 -3.052  C75 1.946
77 H -0.716 3.619 -5.213  C74 1.086
78 H 0.347 4.800 -4.423  C74 1.087
79 H -1.515 4.475 -2.901  C75 1.087
80 H -0.160 3.565 -2.200  C75 1.086
81 Br 2.117 -4.373 6.292  C82 1.944
82 C 3.327 -2.926 6.764  Br81 1.944, C83 1.506, H85 1.085, H86 1.088
83 C 2.930 -2.262 8.056  C82 1.506, Br84 1.943, H87 1.088, H88 1.085
84 Br 1.374 -1.123 7.814  C83 1.943
85 H 3.324 -2.235 5.927  C82 1.085
86 H 4.310 -3.381 6.858  C82 1.088
87 H 3.725 -1.609 8.407  C83 1.088
88 H 2.677 -2.977 8.832  C83 1.085

- LUMO: 0.01099 hartree
- SMILES: CCCCN[PH2](CCC(C)C)OB(O)O.BrCCBr.BrCCBr.BrCCBr.BrCCBr.BrCCBr.BrCCBr
- Multiplicity: 1
- Total charge: 0
- Orbital gap: 8.8 eV

Löwdin population analysis, charges in e, atoms 1 to 8: -0.106 -0.281 -0.205 -0.306 -0.231 0.852 -0.278 -0.190

In the order shown, the computed energy values come out to -25508.152 -880683.789 eV.
In the order shown, the computed F_max values come out to 2.20 0.79 eV/Å.